<1>
25
Properties=species:S:1:pos:R:3:nbo_charge:R:1 method="wB97M-V/def2-TZVPD" total_charge=+1 homo_ha=-0.4597 homo_lumo_gap_ev=4.291
C 2.11672 -1.95217 -0.40754 -0.620
N 0.26101 0.44999 0.28323 -0.159
C -0.69824 1.46186 0.32266 -0.339
C -0.59285 2.48271 1.50465 -0.319
C -1.50276 3.67556 1.11412 -0.605
C 0.87770 -2.70665 0.12509 -0.233
N -0.21703 -2.90007 -0.84521 -0.480
C -0.38131 -1.83981 -1.78125 -0.387
H 1.70607 -1.06609 -0.88227 0.182
H 2.88012 -2.46885 -0.97045 0.238
H 1.11180 0.88020 -0.11783 0.346
H -0.83440 2.06399 -0.59700 0.249
H -1.68409 0.98784 0.43674 0.233
H 0.45881 2.78705 1.46527 0.218
H -0.90372 2.05478 2.44727 0.244
H -1.61836 4.36438 1.95301 0.251
H -1.16853 4.21066 0.23437 0.224
H -2.50078 3.26216 0.94060 0.217
H 1.18741 -3.67485 0.51267 0.224
H 0.41672 -2.09638 0.88853 0.221
H 2.60551 -1.58195 0.49706 0.227
H -0.32245 -3.85203 -1.12731 0.407
H 0.37619 -1.87055 -2.57699 0.235
H -0.16735 -0.85734 -1.27159 0.196
H -1.40619 -1.81444 -2.14783 0.232

***

<2>
25
Properties=species:S:1:pos:R:3:nbo_charge:R:1 method="wB97M-V/def2-TZVPD" total_charge=+1 homo_ha=-0.5019 homo_lumo_gap_ev=5.397
N 0.24359 0.56525 0.54947 -0.163
C -0.31860 1.55398 1.30438 -0.137
C 0.53805 2.84072 0.99274 -0.544
C -0.39619 1.26911 2.84586 -0.570
N -0.54875 -1.91391 0.01567 -0.616
C -1.01315 -1.46411 -1.28332 -0.249
C -0.02438 -1.79439 -2.41987 -0.394
C 1.29371 -1.04221 -2.24951 -0.610
H -1.31189 -2.40587 0.47826 0.389
H 1.19209 0.31373 0.89208 0.359
H -0.21551 -1.14909 0.60980 0.345
H -1.32263 1.70750 0.90615 0.223
H 1.55738 2.68707 1.35119 0.229
H 0.60778 2.98541 -0.07549 0.244
H 0.07819 3.71259 1.44954 0.272
H -0.91406 0.32815 2.98205 0.236
H -0.89552 2.13376 3.26977 0.255
H 0.62093 1.21581 3.23462 0.227
H -1.94094 -1.92356 -1.59102 0.219
H -1.12551 -0.37771 -1.28497 0.217
H -0.45662 -1.47331 -3.36018 0.222
H 0.23125 -2.84936 -2.44576 0.222
H 1.10557 0.02935 -2.08719 0.189
H 1.81841 -1.41890 -1.37689 0.199
H 1.96422 -1.09778 -3.10007 0.236

***

<3>
25
Properties=species:S:1:pos:R:3:nbo_charge:R:1 method="wB97M-V/def2-TZVPD" total_charge=+1 homo_ha=-0.4889 homo_lumo_gap_ev=10.165
C -1.36096 -1.64479 1.10054 -0.209
C -1.74359 -0.74090 0.13650 -0.204
C -2.58387 0.55440 0.33665 -0.638
C -0.63118 -2.97145 0.85347 -0.657
H -1.56985 -1.43277 2.14758 0.218
H -1.41849 -0.93565 -0.91406 0.183
H -2.07646 1.40638 -0.04434 0.210
H -3.49909 0.43436 -0.22373 0.241
H -2.82927 0.69065 1.36257 0.227
H -0.24246 -3.11508 -0.16537 0.199
H -1.29237 -3.76786 1.08580 0.256
H 0.19079 -3.07884 1.52293 0.217
N 1.35118 -0.53279 -0.06872 -0.698
C 1.35392 0.63595 -1.07069 -0.213
C 1.56838 1.91938 -0.28038 -0.239
N 1.96441 2.97676 -1.16606 -0.818
H 2.08105 -0.41557 0.57689 0.429
H 0.44203 -0.60230 0.40372 0.467
H 1.46590 -1.42731 -0.59750 0.443
H 2.18158 0.40580 -1.74752 0.233
H 0.41411 0.61282 -1.62962 0.228
H 0.61584 2.10883 0.27430 0.176
H 2.30952 1.77436 0.50105 0.197
H 1.18565 3.26654 -1.76998 0.366
H 2.12321 3.87908 -0.62403 0.385

***

Which of them is the most stable, and which is the least stable? <3> and <1>, in that order.

***

<1>
6
Properties=species:S:1:pos:R:3:nbo_charge:R:1 method="wB97M-V/def2-TZVPD" smiles=COCl homo_ha=-0.3784 homo_lumo_gap_ev=9.700
C 0.44248 -0.04528 0.01252 -0.274
O -0.80545 -0.63168 0.06338 -0.504
Cl -2.31749 0.30143 0.19065 0.200
H 1.04125 -0.40802 -0.85026 0.192
H 1.03073 -0.30231 0.87198 0.185
H 0.60848 1.08585 -0.28827 0.201

***

<2>
6
Properties=species:S:1:pos:R:3:nbo_charge:R:1 method="wB97M-V/def2-TZVPD" smiles="C=O.Cl" homo_ha=-0.3743 homo_lumo_gap_ev=11.011
C -0.66747 -0.26229 -1.40607 0.291
O 0.19616 0.47346 -1.03384 -0.483
H -0.53771 -0.86081 -2.23612 0.097
H -1.67752 -0.37238 -0.96194 0.095
Cl 1.28784 -1.46384 1.56016 -0.281
H 0.89477 -0.78275 2.63508 0.281

***

Which of them is the most stable, and which is the least stable? <2> and <1>, in that order.

***

<1>
20
Properties=species:S:1:pos:R:3:nbo_charge:R:1 method="wB97M-V/def2-TZVPD" smiles="CCNC(N)=O.O.O" homo_ha=-0.3541 homo_lumo_gap_ev=10.164
C -0.79265 1.85664 0.85212 -0.615
C -1.85363 0.97090 0.18610 -0.220
N -1.37003 0.16229 -0.92457 -0.639
C -0.85899 -1.09173 -0.77796 0.788
N -0.28433 -1.36794 0.43988 -0.864
O -0.91139 -1.94724 -1.64879 -0.675
H -1.19281 2.14689 1.80564 0.214
H -0.69710 2.80641 0.31719 0.209
H 0.18344 1.38944 0.88474 0.204
H -2.34002 0.35217 0.94986 0.194
H -2.66313 1.58047 -0.20635 0.201
H -1.89222 0.28447 -1.77809 0.402
H 0.01769 -2.32479 0.47556 0.396
H 0.25404 -0.69500 0.96118 0.402
O 2.96599 -0.47269 1.58435 -0.937
H 2.84614 -1.29407 1.09088 0.463
H 2.75102 0.17222 0.89606 0.478
O 2.02064 -0.59373 -1.38246 -0.955
H 2.04440 -1.56165 -1.43632 0.474
H 1.77293 -0.37306 -2.28904 0.481

***

<2>
20
Properties=species:S:1:pos:R:3:nbo_charge:R:1 method="wB97M-V/def2-TZVPD" smiles="CNC(=O)CN.O.O" homo_ha=-0.3441 homo_lumo_gap_ev=10.066
C 1.67272 0.64595 1.60766 -0.447
N 1.20728 0.95704 0.25811 -0.612
C 0.25628 0.23395 -0.38983 0.683
O 0.17367 -0.98209 -0.24975 -0.663
C -0.76681 0.94803 -1.30477 -0.318
N -1.44366 1.93171 -0.49120 -0.842
H 1.65857 1.53974 2.20176 0.195
H 0.99426 -0.01770 2.14451 0.252
H 2.59702 0.07431 1.69447 0.199
H 1.00442 1.94348 0.19711 0.391
H -1.33273 0.28253 -1.95372 0.222
H -0.06289 1.40211 -2.03262 0.196
H -2.10501 2.54225 -0.96195 0.370
H -1.94781 1.36433 0.18513 0.359
O 0.24327 -1.77055 2.46889 -0.952
H 0.25051 -2.38018 1.71327 0.494
H -0.29273 -2.18672 3.16113 0.470
O -0.95379 -1.99437 -2.97070 -0.955
H -0.06436 -2.25641 -3.22130 0.472
H -1.08821 -2.27739 -2.05620 0.486

***

Which of them is the most stable, and which is the least stable? <1> and <2>, in that order.

***

<1>
29
Properties=species:S:1:pos:R:3:nbo_charge:R:1 method="wB97M-V/def2-TZVPD" smiles="CC(C)=CO[S@@](=N)(=O)C(C)(C)C" homo_ha=-0.3214 homo_lumo_gap_ev=9.556
C 2.23236 1.19456 -0.03691 -0.647
C 2.51987 -0.27919 0.11357 0.006
C 3.87417 -0.68763 -0.25812 -0.648
C 1.70408 -1.16670 0.79106 0.076
O 0.35473 -0.95687 1.10391 -0.722
S -0.62992 -0.94605 -0.16981 2.276
N 0.16733 -0.54894 -1.34778 -1.237
O -1.24267 -2.19822 -0.18883 -0.980
C -2.03629 0.18956 0.19009 -0.232
C -2.55913 -0.26767 1.53293 -0.627
C -1.58456 1.65231 0.17345 -0.611
C -2.90970 0.01719 -1.06444 -0.653
H 1.20961 1.45855 0.30437 0.222
H 2.39456 1.44827 -1.17354 0.229
H 3.04354 1.90931 0.47695 0.221
H 4.16259 -0.26616 -1.29019 0.221
H 3.91505 -1.86490 -0.27986 0.218
H 4.76076 -0.37359 0.37084 0.231
H 1.99355 -2.26922 0.80019 0.189
H 0.29019 -1.17011 -2.12910 0.414
H -2.52483 -1.29270 1.62765 0.240
H -1.74972 0.15081 2.29633 0.220
H -3.57482 0.17816 1.67523 0.223
H -2.51706 2.25073 0.54390 0.222
H -1.21118 1.91547 -0.74406 0.223
H -0.71602 1.75057 0.93421 0.211
H -3.79140 0.79065 -1.11481 0.226
H -2.20151 0.40125 -1.95193 0.243
H -3.37358 -1.01947 -1.18530 0.247

***

<2>
29
Properties=species:S:1:pos:R:3:nbo_charge:R:1 method="wB97M-V/def2-TZVPD" smiles="CCCCN[C@H]1CCS(=O)(=O)C1" homo_ha=-0.3354 homo_lumo_gap_ev=9.700
C -2.04866 1.24139 -2.19560 -0.659
C -1.08881 0.71450 -3.37447 -0.397
C 0.37376 0.34493 -2.70914 -0.415
C 0.30073 -0.36562 -1.36608 -0.254
N -0.06492 0.42982 -0.25768 -0.648
C 0.24504 -0.29822 1.01030 -0.065
C 1.39032 -1.00289 1.13757 -0.436
C 1.60009 -1.43468 2.71035 -0.625
S 0.24672 -0.32946 3.67828 2.010
O 1.03788 0.05653 4.92026 -0.894
O -1.10201 -0.95506 3.87089 -0.899
C 0.19209 0.72059 2.23055 -0.658
H -3.02175 1.67257 -2.52126 0.217
H -2.51100 0.24549 -1.63408 0.204
H -1.77225 2.11018 -1.53583 0.223
H -1.39238 -0.20422 -3.91608 0.213
H -1.01963 1.57315 -4.06663 0.210
H 0.91298 -0.13467 -3.64847 0.223
H 1.05939 1.28412 -2.54538 0.214
H -0.19431 -1.40951 -1.32020 0.157
H 1.28176 -0.86698 -1.03905 0.223
H -1.10616 0.86105 -0.01400 0.399
H -0.64653 -0.96192 1.35963 0.186
H 1.01799 -2.00438 0.35255 0.214
H 2.26412 -0.40936 0.70828 0.230
H 1.30192 -2.61310 2.84406 0.266
H 2.77588 -1.05697 3.03134 0.275
H -0.85550 1.27932 2.01257 0.244
H 0.82323 1.51339 2.27731 0.240

***

Which of them is the most stable, and which is the least stable? <1> and <2>, in that order.

***

<1>
13
Properties=species:S:1:pos:R:3:nbo_charge:R:1 method="wB97M-V/def2-TZVPD" smiles="N/C=C/N.O" homo_ha=-0.2868 homo_lumo_gap_ev=8.755
N -3.31069 -1.25227 -0.36832 -0.833
C -1.98538 -1.07189 0.00144 -0.032
C -1.04018 -0.70615 -0.86569 -0.125
N 0.40251 -0.70143 -0.67061 -0.834
H -3.77036 -0.79271 -1.13156 0.386
H -3.97761 -1.52800 0.32102 0.377
H -1.84770 -1.08637 1.05401 0.182
H -1.32232 -0.77017 -1.91359 0.167
H 0.50658 -0.35444 0.27918 0.352
H 0.72315 -1.65853 -0.75228 0.360
O 5.42977 3.57086 1.18224 -0.939
H 5.56382 3.16203 2.04429 0.469
H 4.62842 3.18907 0.81988 0.470

***

<2>
13
Properties=species:S:1:pos:R:3:nbo_charge:R:1 method="wB97M-V/def2-TZVPD" homo_ha=-0.3292 homo_lumo_gap_ev=9.673
C -0.62811 0.91376 -0.77463 -0.474
N -0.09940 -0.08738 0.07393 -0.547
C -0.14497 0.15536 1.42892 0.286
N -0.65868 1.17200 2.13934 -0.810
H -0.29983 0.55240 -1.73885 0.211
H 0.06577 1.83542 -0.78481 0.176
H -1.72431 1.13964 -0.68471 0.192
H -0.03224 -0.81477 2.12597 0.179
H -0.94513 2.04206 1.75391 0.390
H -0.85832 1.18899 3.09897 0.399
O 1.38066 -2.10245 -2.38306 -0.947
H 0.70853 -1.85284 -1.74579 0.482
H 1.98534 -1.27835 -2.37886 0.465

***

Which of them is the most stable, and which is the least stable? <1> and <2>, in that order.

***

<1>
13
Properties=species:S:1:pos:R:3:nbo_charge:R:1 method="wB97M-V/def2-TZVPD" smiles="C=O.NCN" homo_ha=-0.3383 homo_lumo_gap_ev=10.049
C 1.82258 -1.53712 -0.07011 0.301
O 2.14901 -0.45608 -0.46532 -0.527
H 2.35343 -2.01952 0.78335 0.091
H 0.91199 -2.10844 -0.31660 0.134
N -1.12911 -0.44738 -0.41112 -0.874
C -1.05335 0.67944 0.56716 -0.050
N -0.02164 1.64463 0.26148 -0.848
H -2.09508 -0.58228 -0.67320 0.353
H -0.63775 -0.13549 -1.24551 0.357
H -2.03025 1.15065 0.53641 0.168
H -0.79318 0.29676 1.55629 0.167
H 0.85150 1.23813 -0.05456 0.380
H -0.32816 2.27670 -0.46827 0.348

***

<2>
13
Properties=species:S:1:pos:R:3:nbo_charge:R:1 method="wB97M-V/def2-TZVPD" smiles="C=O.NCN" homo_ha=-0.3414 homo_lumo_gap_ev=10.277
C -1.49235 -1.06252 2.10200 0.285
O -1.32371 -0.02895 2.69009 -0.497
H -0.63601 -1.61568 1.67748 0.101
H -2.49317 -1.46377 1.99617 0.110
N 1.62105 0.41372 -1.68256 -0.850
C 0.29903 0.00867 -1.19113 -0.057
N -0.26058 0.88491 -0.14202 -0.826
H 1.98281 1.17704 -1.10721 0.348
H 2.32424 -0.29109 -1.47473 0.351
H -0.38570 0.17377 -2.02557 0.172
H 0.30484 -1.01807 -0.83196 0.164
H 0.46072 1.02908 0.56327 0.345
H -0.40117 1.79290 -0.57382 0.352

***

<3>
13
Properties=species:S:1:pos:R:3:nbo_charge:R:1 method="wB97M-V/def2-TZVPD" smiles="C=O.NCN" homo_ha=-0.3367 homo_lumo_gap_ev=10.138
C -0.60031 0.48665 -3.09487 0.276
O -1.41498 -0.02698 -2.38511 -0.478
H -0.82295 0.96498 -4.06303 0.101
H 0.47280 0.21471 -3.00880 0.100
N 0.27857 -1.09552 0.90147 -0.850
C 1.12905 -0.19186 1.69587 -0.044
N 0.45484 0.84949 2.41965 -0.849
H 0.71097 -2.01213 0.99010 0.348
H -0.63543 -1.27006 1.30617 0.353
H 1.93505 0.17934 1.06440 0.168
H 1.63048 -0.76801 2.48701 0.150
H 0.05917 0.58043 3.30448 0.364
H -0.20086 1.36124 1.84494 0.361

***

Which of them is the most stable, and which is the least stable? <1> and <3>, in that order.